[1]
{
  "formula": "C6H8N2S",
  "method": "ωB97M-V/def2-TZVPD",
  "homo_energy_ev": [-6.80, -8.38],
  "s_squared": 2.03,
  "fmax_ha_per_bohr": 0.12505,
  "multiplicity": 3,
  "orbital_gap_ev": [7.372, 6.595],
  "energy_ev": -20159.717,
  "relative_energy_kcal_mol": 89.2,
  "elements": ["C", "C", "C", "C", "C", "C", "N", "N", "S", "H", "H", "H", "H", "H", "H", "H", "H"],
  "xyz": [[1.5070, 1.3252, -0.8458], [0.9956, 2.6544, -0.6638], [-0.6319, 1.1667, -0.2515], [0.8277, -1.0048, -1.4041], [-1.9653, 0.8581, 0.0760], [-1.4571, -1.7874, 2.1270], [0.4700, 0.3857, -0.9435], [-0.3495, 2.4326, -0.1447], [-2.3542, -0.2656, 1.2434], [2.3859, 0.7490, -0.9378], [1.7115, 3.3794, -0.9160], [0.8047, -1.6540, -0.4851], [0.2323, -1.1874, -2.2921], [-1.2670, -2.5983, 1.4743], [-2.1318, -2.0049, 2.8766], [-0.6088, -1.5979, 2.7548], [1.8309, -0.8510, -1.6679]],
  "forces_ev_per_a": [[-3.184, 0.406, -1.227], [-0.792, -6.245, 1.315], [0.107, -0.626, -2.395], [-1.692, 1.598, 2.531], [2.818, -2.598, 0.162], [1.492, 1.804, -1.343], [-0.691, 2.859, 2.537], [3.667, 2.503, -1.654], [-2.709, -1.172, 1.995], [1.774, 0.928, -0.432], [-0.262, 2.055, 0.585], [-0.437, -0.033, -1.486], [-0.152, -0.797, 0.325], [-0.016, -0.653, -0.763], [-2.355, -0.427, 0.907], [1.064, 0.790, -0.393], [1.370, -0.394, -0.663]]
}



[2]
{
  "formula": "C6H8N2Se",
  "method": "ωB97M-V/def2-TZVPD",
  "homo_energy_ev": [-8.16, -8.16],
  "fmax_ha_per_bohr": 0.06532,
  "orbital_gap_ev": [6.958, 6.920],
  "energy_ev": -74674.255,
  "elements": ["C", "C", "C", "C", "C", "C", "N", "N", "Se", "H", "H", "H", "H", "H", "H", "H", "H"],
  "xyz": [[3.1992, 0.3944, -0.2359], [2.4336, -0.6153, 0.2773], [2.5997, 1.6493, -0.5034], [0.7285, 0.7944, 0.2613], [-3.0140, -1.2742, -0.3776], [-2.5902, -0.1463, 0.5676], [1.1373, -0.4157, 0.5888], [1.3616, 1.8294, -0.1736], [-2.0030, 1.6029, -0.1262], [4.3255, 0.3347, -0.3441], [2.9009, -1.5889, 0.4801], [3.2730, 2.4216, -0.8532], [-3.6865, -0.9088, -1.1004], [-2.3043, -1.6691, -1.0822], [-3.3788, -2.1418, 0.2115], [-1.6289, -0.4415, 1.0596], [-3.3537, 0.1748, 1.3505]],
  "forces_ev_per_a": [[1.851, 1.231, -0.662], [0.368, -0.353, 0.557], [2.568, -1.955, 0.932], [-2.099, -0.425, 0.040], [0.035, -0.035, 0.795], [0.730, 0.169, 1.130], [-0.933, 1.110, -0.860], [-1.390, 1.176, -0.569], [2.500, -1.427, 0.264], [-1.623, -0.353, -0.140], [-0.542, 0.344, 0.107], [-0.556, 0.495, -0.146], [-1.822, 0.340, -0.404], [1.363, 0.017, 0.326], [-0.166, 0.618, -0.446], [-1.145, 0.092, 0.096], [0.862, -1.043, -1.020]]
}



[3]
{
  "formula": "C6H8N3O4S",
  "method": "ωB97M-V/def2-TZVPD",
  "total_charge": -1,
  "homo_energy_ev": -3.42,
  "fmax_ha_per_bohr": 0.12118,
  "orbital_gap_ev": 6.882,
  "energy_ev": -29846.341,
  "relative_energy_kcal_mol": 40.3,
  "elements": ["C", "C", "C", "C", "C", "C", "N", "N", "N", "O", "O", "O", "O", "S", "H", "H", "H", "H", "H", "H", "H", "H"],
  "xyz": [[-1.5816, -1.8967, 1.0100], [-0.4036, 0.1085, -0.5776], [1.6674, -1.2519, -0.2395], [-2.6334, -0.9728, 0.3725], [-1.8177, 0.2906, -0.0261], [0.3350, -0.9269, 0.0626], [-0.3211, -1.8323, 0.8695], [-0.1540, 0.8304, -1.6256], [1.7702, 2.3984, -0.1594], [2.1829, -2.3347, -0.3006], [2.2779, -0.0374, -0.7022], [1.5880, 0.7683, 1.6622], [3.7137, 1.3012, 0.5061], [2.3182, 0.9695, 0.4541], [-1.8751, -2.7826, 1.4743], [-3.2071, -1.4862, -0.4953], [-3.4162, -0.8082, 1.1390], [-1.8053, 1.0244, 0.8627], [-2.3960, 0.7931, -0.7730], [0.7811, 0.6009, -2.0308], [0.7665, 2.3948, -0.5594], [2.2098, 2.8496, -0.9236]],
  "forces_ev_per_a": [[-0.098, 0.684, -1.196], [-1.021, -0.626, -0.347], [-2.565, -1.659, -0.821], [0.963, -0.959, -0.076], [-1.231, 1.028, 1.324], [-0.988, -0.291, 0.112], [-0.027, -0.345, -0.204], [0.659, 0.057, -0.631], [-4.230, 0.414, -0.593], [1.339, 0.636, 0.126], [0.544, -1.643, -0.322], [0.179, -0.816, -0.525], [0.649, -0.692, 0.927], [2.841, 5.522, 0.514], [-1.018, -1.261, 1.220], [1.195, 0.768, 1.051], [0.393, 0.409, -0.395], [0.247, -1.191, -1.022], [-0.076, 0.594, -0.606], [-0.995, 0.254, 0.572], [1.533, -0.656, 1.380], [1.705, -0.225, -0.488]]
}



[4]
{
  "formula": "C6H8N3O6OsP2S2",
  "method": "ωB97M-V/def2-TZVPD",
  "total_charge": 1,
  "homo_energy_ev": [-12.24, -13.13],
  "s_squared": 6.02,
  "fmax_ha_per_bohr": 0.01210,
  "multiplicity": 5,
  "orbital_gap_ev": [8.171, 6.447],
  "energy_ev": -65818.928,
  "relative_energy_kcal_mol": 10.4,
  "elements": ["Os", "N", "C", "C", "P", "O", "O", "O", "P", "O", "O", "O", "H", "H", "H", "H", "H", "H", "H", "H", "S", "C", "C", "N", "C", "S", "C", "N"],
  "xyz": [[-0.8679, -0.7776, -0.6932], [2.3959, 1.7738, -1.3067], [1.6553, 1.4810, -0.0060], [2.2692, 2.3172, 1.1120], [1.9953, -0.3335, 0.2495], [1.1668, -0.7082, 1.5479], [3.4402, -0.5256, 0.3294], [1.1557, -0.9805, -0.8959], [-0.1299, 1.8263, -0.2659], [-0.1157, 3.3893, -0.4261], [-0.9495, 1.2415, 0.8321], [-0.4836, 1.0972, -1.5868], [3.3869, 1.5315, -1.1832], [2.3268, 2.7602, -1.5699], [2.0160, 1.2073, -2.0734], [3.2908, 1.9984, 1.3205], [1.6724, 2.1855, 2.0147], [2.2569, 3.3789, 0.8625], [1.6789, -0.8274, 2.3592], [-0.9529, 3.8616, -0.3076], [-3.1399, -0.7802, -0.4447], [-3.5357, -2.4202, -0.1299], [-4.9175, -2.7009, 0.1192], [-6.0311, -2.9160, 0.2978], [-2.5824, -3.3932, -0.1322], [-0.9264, -3.0622, -0.4833], [-2.9099, -4.7612, 0.1300], [-3.1645, -5.8631, 0.3302]],
  "forces_ev_per_a": [[0.106, -0.034, -0.612], [0.043, 0.040, 0.036], [0.173, 0.224, -0.073], [-0.103, 0.000, -0.004], [-0.361, -0.279, 0.181], [-0.012, 0.027, 0.096], [0.070, 0.165, -0.373], [0.071, 0.040, 0.390], [-0.022, -0.326, 0.057], [-0.024, 0.064, -0.075], [0.102, 0.072, 0.144], [-0.043, 0.067, 0.169], [-0.007, -0.074, -0.009], [0.000, 0.013, 0.034], [-0.028, -0.003, 0.009], [0.007, -0.009, -0.014], [0.031, 0.003, 0.015], [0.001, 0.004, 0.010], [0.039, -0.029, -0.014], [-0.007, -0.009, -0.029], [0.076, 0.133, -0.113], [-0.132, -0.022, 0.057], [0.095, -0.076, -0.050], [-0.007, 0.024, 0.029], [-0.071, -0.136, 0.073], [0.019, 0.046, 0.094], [-0.040, 0.085, -0.045], [0.026, -0.009, 0.017]]
}



[5]
{
  "formula": "C6H8N4O",
  "method": "ωB97M-V/def2-TZVPD",
  "total_charge": 2,
  "homo_energy_ev": [-17.64, -17.64],
  "fmax_ha_per_bohr": 0.09142,
  "orbital_gap_ev": [6.880, 6.886],
  "energy_ev": -14335.609,
  "relative_energy_kcal_mol": 67.2,
  "elements": ["C", "C", "C", "C", "C", "C", "N", "N", "N", "N", "O", "H", "H", "H", "H", "H", "H", "H", "H"],
  "xyz": [[0.8413, 2.6006, 0.6697], [-0.9243, -0.4225, 1.9316], [1.5436, 0.7910, -0.9409], [0.2191, 1.7266, 1.5678], [-1.1875, -1.0486, 0.7582], [-0.8487, -0.2909, -0.5484], [1.3077, 1.9773, -0.3799], [-0.3826, 0.7755, 1.8919], [0.7532, -0.2968, -0.9203], [1.0525, -1.4089, -1.5370], [-1.8021, -2.2162, 0.8928], [1.0568, 3.7458, 0.6665], [-1.2036, -0.8688, 2.9314], [2.4752, 0.7084, -1.4517], [-1.3608, -0.7113, -1.4952], [-1.0661, 0.9122, -0.4342], [1.8972, -1.6930, -2.0293], [0.2089, -1.9112, -1.9223], [-2.5799, -2.3695, 0.3492]],
  "forces_ev_per_a": [[2.474, 1.396, -3.246], [-1.358, -2.343, 1.823], [-1.813, -1.432, 0.949], [-2.344, -2.468, 1.451], [-0.219, 0.762, 0.230], [0.652, 2.167, -0.995], [-0.388, 1.722, 1.183], [2.975, 3.584, -0.637], [-1.387, 2.489, 0.365], [-1.943, -3.386, -1.479], [0.664, 0.238, -0.416], [-0.983, -2.112, 0.719], [0.307, 0.624, -1.305], [0.688, -0.255, -0.309], [0.814, 0.804, 1.605], [0.194, -3.364, -0.481], [0.371, 1.033, 0.415], [1.512, 0.668, 0.657], [-0.216, -0.127, -0.529]]
}



[6]
{
  "formula": "C6H8NO",
  "method": "ωB97M-V/def2-TZVPD",
  "total_charge": 1,
  "homo_energy_ev": -13.97,
  "fmax_ha_per_bohr": 0.11539,
  "orbital_gap_ev": 9.610,
  "energy_ev": -9878.237,
  "relative_energy_kcal_mol": 49.4,
  "elements": ["C", "C", "C", "C", "C", "C", "N", "O", "H", "H", "H", "H", "H", "H", "H", "H"],
  "xyz": [[2.2037, 1.2259, -0.6812], [2.5276, 1.2057, 0.6356], [1.1852, -1.1893, 0.0023], [-0.2039, -1.5933, 0.3413], [-1.0993, -0.5498, -0.3474], [1.6205, 0.1984, 0.0859], [-0.7058, 0.7544, 0.1737], [2.1253, -1.9084, -0.1076], [2.3256, 1.7102, -1.5549], [2.9389, 1.6526, 1.4575], [-0.3596, -2.4629, -0.1623], [-0.2600, -1.4734, 1.4616], [-0.7859, -0.4280, -1.3883], [-2.1938, -0.7533, -0.2017], [-0.7519, 1.5726, -0.4660], [-1.0428, 1.0381, 1.0829]],
  "forces_ev_per_a": [[0.118, -1.886, 4.798], [-3.280, -2.652, -4.173], [-0.068, -0.790, 1.812], [0.146, 3.806, 0.397], [-0.577, 0.924, 0.535], [1.279, 4.254, -0.153], [1.112, 1.466, -0.074], [0.983, -1.089, -0.766], [0.306, 1.351, -2.927], [1.145, 0.821, 1.961], [-0.566, -3.202, -0.264], [-0.311, -0.874, -1.074], [-0.701, -0.815, -0.206], [1.025, 0.032, -0.506], [-0.367, -1.128, 0.586], [-0.243, -0.221, 0.054]]
}



[7]
{
  "formula": "C6H8NS",
  "method": "ωB97M-V/def2-TZVPD",
  "total_charge": 1,
  "homo_energy_ev": [-8.93, -13.13],
  "s_squared": 2.02,
  "fmax_ha_per_bohr": 0.12648,
  "multiplicity": 3,
  "orbital_gap_ev": [5.619, 6.614],
  "energy_ev": -18664.132,
  "relative_energy_kcal_mol": 20.9,
  "elements": ["C", "C", "C", "C", "C", "C", "N", "S", "H", "H", "H", "H", "H", "H", "H", "H"],
  "xyz": [[1.0972, -0.9273, 2.3397], [0.0874, -1.2252, 1.3054], [1.7711, 0.2257, 2.0229], [0.0271, -0.2898, 0.3470], [-0.3647, 0.3605, -2.1763], [-0.8131, -0.1975, -0.8774], [-1.3359, 1.1654, -1.4132], [1.3167, 0.8384, 0.5442], [1.3572, -1.5883, 3.2776], [-0.5424, -2.0823, 1.5161], [2.4826, 0.8447, 2.5309], [0.6600, 0.7466, -2.3697], [-0.6495, -0.0828, -3.1116], [-1.8207, -0.8544, -1.1530], [-1.0322, 1.9865, -0.9554], [-2.2410, 1.0797, -1.8271]],
  "forces_ev_per_a": [[-3.643, -5.382, 0.259], [1.496, -2.268, 5.339], [2.464, 3.791, -0.213], [-2.207, 0.272, -2.898], [2.261, 0.022, -0.308], [-2.431, -2.338, -0.601], [0.542, -0.942, -0.849], [1.471, 2.653, -1.770], [-0.791, 1.339, -2.219], [-0.137, 0.154, -0.620], [0.181, -0.305, 0.594], [-0.825, 0.179, 0.971], [-0.922, -0.091, -0.058], [3.186, 0.883, 1.759], [0.130, 1.242, 0.328], [-0.774, 0.790, 0.287]]
}